Computed, not measured: C20H46O4P4Y as an isolated structure, with ωB97M-V with the def2-TZVPD basis set.

Structure (XYZ):
```
75
Properties=species:S:1:pos:R:3:lowdin_charge:R:1
Y -1.3352 1.8627 -1.8873 1.512
P 2.5876 -1.5053 1.5765 0.906
P 1.2909 2.2196 0.0691 0.771
P -1.4096 -2.1602 -0.2221 0.792
H -0.6203 2.8938 -4.4633 0.109
C -1.5400 2.3367 -4.2223 -0.087
C -2.5988 2.8607 -3.4883 -0.130
H -2.6689 3.9035 -3.1388 0.114
C 4.2304 -2.2007 1.3461 -0.200
C 2.8138 -0.1216 2.7300 -0.211
C 1.6430 -2.7532 2.4752 -0.193
C 0.8861 3.4838 -1.2326 -0.313
C 1.7462 3.3177 1.4626 -0.283
C 2.9583 1.7835 -0.5836 -0.275
C -2.6948 -2.6726 -1.4379 -0.293
C -1.9185 -3.2549 1.1574 -0.303
C 0.0113 -3.1233 -0.9127 -0.268
H -1.6952 1.4874 -4.9047 0.094
H -3.5082 2.2387 -3.3343 0.114
H 4.7406 -2.3822 2.2949 0.084
H 4.8329 -1.5057 0.7516 0.070
H 4.1079 -3.1493 0.8122 0.074
H 3.0637 -0.5107 3.7241 0.080
H 1.8764 0.4415 2.8134 0.015
H 3.6324 0.5381 2.4096 0.065
H 2.0110 -3.7683 2.2845 0.084
H 0.5843 -2.6971 2.2124 0.012
H 1.7157 -2.5799 3.5547 0.076
H 1.6535 4.2705 -1.2258 0.080
H -0.0926 3.9639 -1.0249 0.031
H 0.9103 3.0415 -2.2562 0.040
H 2.0578 4.3168 1.1353 0.062
H 2.5496 2.8755 2.0631 0.037
H 0.8770 3.4307 2.1177 0.020
H 3.5513 2.6861 -0.7919 0.067
H 2.8053 1.2257 -1.5176 0.029
H 3.5225 1.1346 0.1008 0.015
H -2.8739 -3.7544 -1.3871 0.063
H -2.3982 -2.4129 -2.4610 0.009
H -3.6133 -2.1280 -1.1768 0.047
H -2.9120 -3.6753 0.9557 0.054
H -1.9635 -2.6667 2.0828 -0.018
H -1.1956 -4.0705 1.2846 0.049
H -0.3710 -3.9693 -1.5005 0.067
H 0.6817 -3.4775 -0.1172 0.016
H 0.5864 -2.4679 -1.5767 0.010
C 0.1084 -0.4659 -3.0466 -0.476
C 1.2956 -0.8294 -3.7283 -0.024
C 1.1689 -1.4756 -4.9512 -0.052
C -0.0720 -1.7173 -5.5578 -0.050
C -1.2516 -1.3461 -4.8945 -0.076
C -1.1891 -0.7464 -3.6286 -0.140
O 0.2228 0.0506 -1.8114 -0.374
H 2.1801 -1.1256 0.2416 0.070
H 2.2540 -0.5331 -3.2834 0.116
H 2.0824 -1.7576 -5.4678 0.120
H -0.0825 -2.2280 -6.5271 0.124
H -2.2329 -1.4883 -5.3664 0.126
H -2.1400 -0.5485 -3.0677 0.091
C -2.1833 -1.2717 4.7199 -0.057
O -1.4067 -1.0579 3.5194 -0.427
P -1.2401 0.3100 2.6361 1.207
O -1.8404 1.5041 3.5467 -0.397
C -1.5750 1.7519 4.9432 -0.064
O -1.9716 2.9039 -0.2530 -0.518
C -2.2010 3.6791 0.9088 -0.160
H -2.2566 -2.3550 4.8346 0.113
H -3.1977 -0.8639 4.6324 0.115
H -1.6797 -0.8369 5.5927 0.099
H -2.3642 1.2997 5.5471 0.100
H -1.6034 2.8348 5.0532 0.114
H -0.5886 1.3875 5.2454 0.103
H -3.0147 4.3882 0.7073 0.099
H -1.2653 4.1986 1.1505 0.074
H -2.4740 3.0333 1.7544 0.050
```

Output
* ΔE to the lowest compared entry with this formula, charge and spin: 156.59 kJ/mol
* E_LUMO (alpha / beta): -0.3939 / -0.3938 hartree
* 2S+1: 1
* charge: +3
* Kohn-Sham gap (alpha / beta): 4.535 / 4.536 eV

---

Computed, not measured: a 13-piece molecular cluster, C20H47Br2N14O24 overall, with ωB97M-V with the def2-TZVPD basis set.

Structure (XYZ):
```
107
Properties=species:S:1:pos:R:3:lowdin_charge:R:1
C 2.0144 -3.1492 5.0023 -0.001
C 1.7072 -1.8073 5.5731 -0.171
C 2.6917 -0.8110 5.6520 0.048
C 2.3660 0.4076 6.1409 0.035
C 1.0433 0.6311 6.5516 -0.040
N 0.1334 -0.3092 6.5037 0.118
N 0.4793 -1.4978 6.0400 -0.068
C -0.6056 -2.5133 6.1137 -0.660
Br -0.1207 -3.7500 7.5089 0.845
C -2.0104 -1.9501 6.2507 -0.791
C -3.0325 -3.0044 5.8426 -0.144
Br -2.4395 -1.3274 8.0253 0.749
H 2.9577 -3.0822 4.4723 0.071
H 2.1183 -3.9013 5.7826 0.055
H 1.2572 -3.4833 4.2938 0.105
H 3.6984 -1.0446 5.3293 0.099
H 3.0941 1.2027 6.2187 0.135
H 0.7120 1.5818 6.9462 0.134
H -0.5813 -3.0728 5.1827 0.098
H -2.0860 -1.0921 5.5843 0.099
H -4.0149 -2.5421 5.7764 0.085
H -3.0942 -3.8034 6.5789 0.072
H -2.7951 -3.4120 4.8578 0.091
C 6.4974 -3.7952 4.0042 0.078
N 5.6066 -2.7317 4.5258 -0.410
O 4.8250 -2.1997 3.7509 0.034
O 5.6681 -2.4429 5.7051 0.055
H 6.2857 -3.9198 2.9512 0.051
H 7.5204 -3.4727 4.1769 0.116
H 6.2838 -4.6964 4.5739 0.110
C 5.3046 -3.4161 -0.7423 0.046
N 5.6686 -4.1674 0.4867 -0.433
O 6.8282 -4.1541 0.8557 0.055
O 4.7779 -4.7533 1.0743 0.049
H 6.1976 -2.9508 -1.1377 0.084
H 4.8888 -4.1274 -1.4484 0.103
H 4.5586 -2.6816 -0.4518 0.077
C 6.0315 -1.2029 -5.3296 0.040
N 6.3712 -1.9529 -4.0901 -0.435
O 7.5129 -1.9100 -3.6855 0.078
O 5.4748 -2.5726 -3.5471 0.038
H 6.9257 -0.7122 -5.6886 0.075
H 5.6538 -1.9311 -6.0412 0.105
H 5.2572 -0.4879 -5.0703 0.101
C 6.2114 2.4751 -8.8025 0.045
N 6.4557 1.2958 -7.9311 -0.436
O 6.6809 0.2253 -8.4563 0.071
O 6.4160 1.4742 -6.7282 0.048
H 6.2948 2.1487 -9.8321 0.101
H 5.2212 2.8564 -8.5857 0.071
H 6.9600 3.2211 -8.5555 0.108
C 0.6748 -1.6100 -0.5239 0.046
N 1.9550 -1.2744 -1.2018 -0.439
O 2.9205 -1.0205 -0.5031 0.039
O 1.9547 -1.2792 -2.4109 0.081
H 0.8474 -1.5716 0.5449 0.087
H -0.0683 -0.8850 -0.8440 0.062
H 0.3887 -2.6045 -0.8532 0.105
C 3.5438 -3.8177 8.6586 0.044
N 4.5121 -4.5950 7.8384 -0.436
O 5.5598 -4.9247 8.3307 0.111
O 4.1581 -4.8282 6.6929 0.025
H 3.9620 -3.6251 9.6394 0.103
H 3.3734 -2.8923 8.1145 0.085
H 2.6300 -4.4044 8.7162 0.070
C -2.7744 -0.5933 -3.8923 0.050
N -2.1733 -0.5699 -2.5339 -0.434
O -1.4672 0.3722 -2.2283 0.053
O -2.4220 -1.5034 -1.7968 0.055
H -2.4566 0.2961 -4.4201 0.094
H -2.4231 -1.5019 -4.3732 0.107
H -3.8532 -0.6254 -3.7657 0.072
C -6.3061 2.7285 -3.1704 0.052
N -5.6970 1.4608 -3.6504 -0.436
O -5.9474 0.4338 -3.0511 0.063
O -4.9712 1.5256 -4.6230 0.054
H -6.9172 2.5028 -2.3054 0.100
H -5.4892 3.4017 -2.9278 0.105
H -6.9033 3.1321 -3.9811 0.071
C -1.7731 0.0178 11.4222 0.020
N -1.2456 -0.4500 12.7350 -0.456
O -0.0419 -0.4427 12.8903 0.065
O -2.0622 -0.8118 13.5515 0.078
H -0.9302 0.2981 10.8025 0.084
H -2.3349 -0.8085 10.9972 0.061
H -2.4332 0.8584 11.6136 0.104
C -10.2070 3.7761 -6.2594 0.047
N -9.8191 4.5000 -5.0173 -0.432
O -8.9104 4.0385 -4.3472 0.035
O -10.4252 5.5095 -4.7440 0.078
H -9.5547 2.9164 -6.3526 0.095
H -11.2506 3.4955 -6.1676 0.098
H -10.0859 4.4684 -7.0867 0.089
C 2.1758 5.5073 -9.7169 0.051
N 3.5965 5.2174 -10.0540 -0.440
O 3.9762 5.4433 -11.1784 0.091
O 4.2914 4.7673 -9.1597 0.035
H 1.6935 5.8986 -10.6040 0.096
H 1.7283 4.5747 -9.3871 0.101
H 2.1815 6.2270 -8.9041 0.102
C -12.7245 7.9202 -7.3133 0.053
N -12.0849 6.6678 -7.7995 -0.442
O -12.3873 5.6256 -7.2570 0.048
O -11.2849 6.7708 -8.7060 0.065
H -13.3990 7.6617 -6.5067 0.096
H -11.9256 8.5757 -6.9808 0.102
H -13.2451 8.3622 -8.1574 0.102
```

Output
* E_LUMO: -0.1614 hartree
* 2S+1: 1
* charge: +1
* Kohn-Sham gap: 7.782 eV

---

Number 1: F_max 7.1 eV Å⁻¹. Number 2: F_max 0.8 eV Å⁻¹.